Record 1
Here is 3 unconnected molecules or ions with the total composition C26H52BrClN2O2Si from the OMol25 dataset. Energies are from wB97M-V/def2-TZVPD.

## Properties
⟨S²⟩: 2.008
Orbital gap (spin up / spin down) in eV: 8.332 / 9.583
E_HOMO (spin up / spin down) in eV: -7.6727 / -9.0105
2S+1: 3

Geometry (Å):
C  2.971  4.194  1.581
C  2.717  2.916  1.855
Si  2.229  1.695  0.537
C  3.458  0.272  0.511
C  4.844  0.555  -0.072
C  4.894  1.530  -1.234
Br  5.640  -1.151  -0.668
C  0.460  1.086  0.890
Cl  0.265  -0.635  0.378
C  -0.585  2.011  0.258
C  -2.036  1.534  0.307
H  2.888  4.584  0.570
H  3.261  4.906  2.347
H  2.815  2.591  2.890
H  2.183  2.457  -0.733
H  2.999  -0.584  0.015
H  3.578  -0.027  1.558
H  5.521  0.879  0.713
H  4.680  2.540  -0.873
H  5.879  1.538  -1.697
H  4.156  1.270  -1.994
H  0.310  1.082  1.972
H  -0.293  2.258  -0.765
H  -0.512  2.945  0.827
H  -2.623  2.031  -0.465
H  -2.111  0.460  0.138
H  -2.497  1.758  1.270
C  5.198  -2.389  -4.310
C  4.065  -1.522  -4.860
C  2.966  -1.319  -3.809
C  2.165  -2.586  -3.530
C  1.569  -3.155  -4.815
C  2.603  -3.381  -5.929
N  3.415  -2.124  -6.075
O  2.944  -1.273  -6.907
C  3.486  -4.593  -5.627
C  1.900  -3.636  -7.258
C  4.663  -0.178  -5.262
H  5.757  -1.774  -3.606
H  4.858  -3.261  -3.761
H  5.875  -2.715  -5.100
H  2.289  -0.539  -4.172
H  3.435  -0.949  -2.892
H  2.789  -3.332  -3.031
H  1.357  -2.354  -2.833
H  1.076  -4.111  -4.617
H  0.803  -2.470  -5.191
H  4.317  -4.644  -6.331
H  2.882  -5.493  -5.745
H  3.886  -4.603  -4.619
H  1.193  -2.847  -7.497
H  1.365  -4.585  -7.187
H  2.622  -3.702  -8.072
H  5.399  -0.303  -6.057
H  5.163  0.246  -4.388
H  3.902  0.514  -5.609
C  -6.542  -0.324  3.858
C  -5.051  0.014  3.881
C  -4.346  -0.633  5.079
C  -4.741  -0.009  6.413
C  -4.501  1.498  6.412
C  -5.167  2.229  5.238
N  -4.811  1.499  3.972
O  -3.734  1.898  3.408
C  -6.681  2.323  5.431
C  -4.623  3.650  5.123
C  -4.440  -0.480  2.573
H  -6.651  -1.355  3.519
H  -7.025  -0.254  4.828
H  -7.073  0.321  3.158
H  -3.266  -0.521  4.936
H  -4.564  -1.704  5.069
H  -5.786  -0.230  6.647
H  -4.151  -0.463  7.211
H  -4.872  1.944  7.339
H  -3.424  1.690  6.372
H  -7.160  2.689  4.522
H  -6.880  3.035  6.232
H  -7.147  1.383  5.711
H  -3.540  3.663  5.064
H  -4.939  4.211  6.005
H  -5.018  4.144  4.235
H  -4.885  0.035  1.720
H  -4.644  -1.548  2.480
H  -3.367  -0.321  2.543


Record 2
Here is 8 unconnected molecules or ions with the total composition C26H52Cl6O10S5 from the OMol25 dataset. Energies are from wB97M-V/def2-TZVPD.

## Properties
SMILES: O=S1(=O)CCCC1.O=S1(=O)CCCC1.O=S1(=O)CCCC1.O=S1(=O)CCCC1.O=S1(=O)CCCC1.ClCCCl.ClCCCl.ClCCCl
Orbital gap in eV: 10.189
E_HOMO in eV: -9.8763

Geometry (Å):
O  -26.252  14.999  22.012
S  -24.841  14.877  21.963
O  -24.137  14.290  23.074
C  -24.334  14.102  20.395
C  -24.088  15.272  19.462
C  -23.322  16.309  20.338
C  -24.118  16.472  21.657
H  -25.147  13.442  20.133
H  -23.460  13.515  20.689
H  -23.503  15.001  18.577
H  -25.056  15.694  19.171
H  -23.203  17.222  19.769
H  -22.321  15.933  20.600
H  -24.930  17.193  21.577
H  -23.520  16.665  22.529
O  -24.892  19.327  29.587
S  -25.221  18.052  29.089
O  -24.194  17.083  28.979
C  -26.579  17.322  29.919
C  -27.796  17.645  29.083
C  -27.351  17.523  27.640
C  -26.075  18.295  27.541
H  -26.555  17.580  30.983
H  -26.375  16.236  29.948
H  -28.593  16.943  29.311
H  -28.146  18.656  29.302
H  -28.117  17.904  26.964
H  -27.209  16.468  27.375
H  -26.304  19.362  27.484
H  -25.405  18.063  26.714
O  -23.342  20.343  26.027
S  -23.470  21.646  25.465
O  -24.108  22.696  26.160
C  -21.873  22.196  24.869
C  -21.814  21.852  23.425
C  -23.270  22.152  22.891
C  -24.175  21.417  23.838
H  -21.100  21.805  25.515
H  -21.888  23.280  24.986
H  -21.101  22.515  22.927
H  -21.525  20.822  23.214
H  -23.421  21.803  21.863
H  -23.450  23.233  22.890
H  -24.082  20.330  23.710
H  -25.250  21.601  23.813
O  -17.178  20.434  25.788
S  -17.177  19.042  26.125
O  -18.183  18.540  27.068
C  -17.161  18.001  24.650
C  -15.776  17.397  24.553
C  -15.164  17.312  25.992
C  -15.527  18.611  26.687
H  -17.415  18.611  23.794
H  -17.942  17.263  24.794
H  -15.800  16.417  24.069
H  -15.147  17.996  23.871
H  -14.092  17.125  25.994
H  -15.636  16.458  26.510
H  -14.938  19.446  26.277
H  -15.451  18.648  27.763
O  -19.825  23.723  27.172
S  -20.239  22.769  28.147
O  -21.542  22.201  28.055
C  -19.071  21.458  28.174
C  -18.333  21.458  29.552
C  -18.493  22.873  30.153
C  -19.909  23.357  29.792
H  -18.303  21.750  27.449
H  -19.452  20.518  27.807
H  -18.707  20.701  30.252
H  -17.265  21.267  29.444
H  -17.703  23.536  29.782
H  -18.350  22.822  31.235
H  -20.131  24.396  29.959
H  -20.606  22.756  30.403
Cl  -22.721  12.372  26.726
C  -24.152  13.393  26.336
C  -24.416  14.348  27.422
Cl  -24.965  13.588  28.883
H  -24.953  12.680  26.162
H  -23.974  13.910  25.393
H  -25.109  15.105  27.052
H  -23.499  14.886  27.635
Cl  -20.206  12.911  20.672
C  -20.270  13.119  22.383
C  -20.780  14.459  22.739
Cl  -19.514  15.694  22.529
H  -19.264  12.982  22.766
H  -20.894  12.362  22.844
H  -21.098  14.473  23.773
H  -21.599  14.746  22.097
Cl  -20.475  18.898  24.458
C  -21.211  18.551  26.095
C  -21.804  17.237  26.267
Cl  -23.117  16.924  25.145
H  -21.949  19.331  26.273
H  -20.415  18.675  26.823
H  -22.257  17.209  27.261
H  -21.103  16.428  26.152


Record 3
Here is 3 unconnected molecules or ions with the total composition C26H52N2O13 from the OMol25 dataset. Energies are from wB97M-V/def2-TZVPD.

## Properties
SMILES: CC(=O)N(C)[C@]1(CCCCOC=O)OC(=O)O[C@H]1C[C@H](O)CN.COCCOCCOC.COCCOCCOC
Orbital gap in eV: 9.348
E_HOMO in eV: -9.0071

Geometry (Å):
C  -1.462  3.249  -2.136
C  -0.802  1.920  -1.774
O  -0.179  1.856  -0.771
N  -0.990  0.889  -2.695
C  -2.366  0.459  -2.883
C  0.005  -0.165  -2.712
C  1.487  0.267  -2.551
C  2.279  -0.368  -1.392
C  2.767  0.642  -0.314
C  3.154  -0.157  0.924
O  4.465  -0.749  0.728
C  4.469  -2.076  0.923
O  4.422  -2.552  1.977
O  0.018  -0.502  -4.185
C  0.372  -1.782  -4.335
O  0.471  -2.365  -5.308
O  0.599  -2.315  -3.069
C  -0.388  -1.598  -2.304
C  -0.635  -2.053  -0.859
C  -0.993  -1.000  0.186
O  0.204  -0.645  0.844
C  -1.917  -1.695  1.256
N  -1.260  -2.682  2.077
H  -0.719  4.021  -2.306
H  -2.211  3.546  -1.408
H  -1.983  3.125  -3.086
H  -2.990  1.330  -3.059
H  -2.795  -0.117  -2.057
H  -2.466  -0.148  -3.778
H  1.568  1.347  -2.444
H  2.011  0.053  -3.470
H  3.193  -0.788  -1.810
H  1.793  -1.184  -0.870
H  3.711  1.040  -0.689
H  2.027  1.402  -0.091
H  2.454  -0.968  1.120
H  3.147  0.475  1.813
H  4.558  -2.763  0.070
H  -1.294  -1.919  -2.825
H  0.267  -2.553  -0.502
H  -1.406  -2.821  -0.866
H  -1.571  -0.150  -0.177
H  0.012  -0.148  1.649
H  -2.292  -0.910  1.921
H  -2.791  -2.114  0.752
H  -0.759  -3.377  1.543
H  -0.691  -2.278  2.802
C  1.787  -7.363  6.144
O  3.174  -7.181  5.974
C  3.809  -8.358  5.503
C  5.190  -8.040  4.967
O  5.179  -7.540  3.637
C  4.764  -6.186  3.477
C  5.812  -5.179  3.900
O  5.778  -4.991  5.309
C  6.937  -4.342  5.779
H  1.580  -8.172  6.855
H  1.373  -6.436  6.536
H  1.304  -7.580  5.184
H  3.209  -8.820  4.710
H  3.898  -9.059  6.345
H  5.749  -8.978  4.913
H  5.734  -7.372  5.637
H  3.811  -6.004  3.977
H  4.600  -6.064  2.405
H  5.600  -4.215  3.425
H  6.804  -5.531  3.592
H  7.826  -4.955  5.592
H  6.831  -4.205  6.854
H  7.057  -3.361  5.306
C  -8.347  7.578  -2.025
O  -6.939  7.560  -2.106
C  -6.392  6.375  -1.550
C  -4.952  6.201  -1.986
O  -4.828  5.630  -3.285
C  -5.108  6.505  -4.373
C  -4.002  7.504  -4.641
O  -4.110  8.612  -3.762
C  -2.930  9.384  -3.738
H  -8.682  7.502  -0.985
H  -8.692  8.524  -2.438
H  -8.779  6.763  -2.616
H  -6.977  5.504  -1.868
H  -6.432  6.462  -0.456
H  -4.483  5.481  -1.311
H  -4.390  7.134  -1.909
H  -6.072  7.000  -4.244
H  -5.189  5.854  -5.246
H  -4.089  7.876  -5.671
H  -3.028  7.015  -4.512
H  -2.091  8.794  -3.353
H  -3.096  10.228  -3.070
H  -2.689  9.764  -4.737


Q: Which largest force on an atom values were calculated for the entries above? A: 0.34, 2.30, 5.05, in eV Å⁻¹.